# 1
ORCA calculation (ωB97M-V/def2-TZVPD) on a single C3H4FIO molecule at a distorted geometry.

Results
Total energy = -16040.3186 eV
Energy above the lowest of the compared OMol25 structures with the same formula, charge and spin = 13.40 kcal per mole
SMILES = C[C@@](F)(I)C=O
Kohn-Sham gap = 9.24 eV
E_LUMO = -0.8144 eV
Multiplicity = 1
M = 201.97 Da

Last column: Mulliken charge in e.
CARTESIAN COORDINATES (ANGSTROEM)
1 C -1.349 0.283 0.283  0.017
2 C 0.881 -0.104 -0.801  -1.052
3 C 0.086 -0.148 0.438  0.437
4 O -2.277 -0.345 0.756  -0.418
5 F -0.061 -1.478 0.886  -0.276
6 I 1.003 1.032 2.186  0.055
7 H -1.492 1.077 -0.507  0.252
8 H 1.937 -0.239 -0.579  0.335
9 H 0.648 0.932 -1.266  0.334
10 H 0.625 -1.009 -1.394  0.314

# 2
ORCA calculation (ωB97M-V/def2-TZVPD) on a single C3H4FN3 molecule at a distorted geometry.

Results
Total energy = -10361.8206 eV
Energy above the lowest of the compared OMol25 structures with the same formula, charge and spin = 43.82 kcal per mole
SMILES = Cc1n[nH]nc1F
Kohn-Sham gap = 10.61 eV
E_LUMO = 1.0887 eV
Multiplicity = 1
M = 101.08 Da

Last column: Mulliken charge in e.
CARTESIAN COORDINATES (ANGSTROEM)
1 C -0.604 -0.102 -0.120  0.519
2 C -2.054 0.425 0.070  0.487
3 C 0.615 0.727 -0.107  -0.981
4 N -0.768 -1.377 -0.312  -0.558
5 N -2.853 -0.555 0.063  -0.558
6 N -2.054 -1.617 -0.222  0.197
7 F -2.358 1.698 0.474  -0.250
8 H 0.261 1.849 0.089  0.220
9 H 1.297 0.350 0.576  0.311
10 H 1.089 0.830 -1.019  0.331
11 H -2.454 -2.614 -0.356  0.283

Question: Look up the E_LUMO of the first one.
Answer: -0.8144 eV